Record 1
# C8H10N6O

C8H10N6O in the gas phase at a distorted geometry (ωB97M-V/def2-TZVPD, the Open Molecules 2025 dataset).

XYZ file:
```
25
Properties=species:S:1:pos:R:3
O 2.436 -1.882 -0.012
N 1.710 2.012 -0.087
N 1.859 -3.119 -0.324
N 2.278 0.900 0.028
N 1.604 0.094 0.876
N 2.006 2.879 -0.926
N 2.707 -3.961 -0.537
C -2.332 -0.750 0.655
C -1.361 0.071 1.261
C 0.285 2.054 0.761
C -0.765 0.923 0.366
C -2.094 0.095 -1.516
C -1.169 1.031 -1.015
C -2.765 -0.711 -0.630
C 1.566 -1.112 0.848
H -3.060 -1.355 1.266
H -2.314 0.000 -2.504
H 2.205 -4.826 -0.551
H 1.315 3.526 -1.062
H -0.080 2.972 0.372
H -0.695 1.755 -1.664
H 0.703 -1.628 1.268
H -3.577 -1.373 -0.910
H -0.973 -0.071 2.259
H 0.513 2.476 1.778
```

As for the total energy: -714.33445 hartree. As for the spin multiplicity: 1. The calculation puts the max |F| at 0.0987 Eh/bohr.

Record 2
# C13H11N3O4S

C13H11N3O4S in the gas phase at a distorted geometry (ωB97M-V/def2-TZVPD, the Open Molecules 2025 dataset).

XYZ file:
```
32
Properties=species:S:1:pos:R:3
S -2.451 -1.568 0.334
O -0.440 2.879 -0.163
O -4.862 -2.622 1.371
O -4.482 -4.724 1.041
O 1.386 4.612 -0.898
N -0.201 0.161 -0.580
N 0.708 1.065 -0.941
N -4.177 -3.549 0.986
C 3.876 2.003 -1.078
C 0.016 -1.080 -0.773
C 4.260 2.714 1.569
C 1.696 3.278 -1.163
C -0.961 -2.049 -0.393
C 4.992 1.552 -0.395
C 3.142 3.163 0.889
C -0.862 -3.422 -0.542
C 5.184 1.904 0.930
C 0.524 2.399 -0.702
C -2.924 -3.228 0.429
C 2.943 2.810 -0.439
C -1.984 -4.100 -0.073
H 2.421 3.799 1.380
H 0.529 4.620 -0.435
H 4.409 2.996 2.600
H -2.123 -5.165 -0.089
H 1.591 0.759 -1.360
H 0.942 -1.454 -1.228
H 5.715 0.929 -0.900
H 6.056 1.553 1.462
H 1.829 3.149 -2.249
H 3.743 1.743 -2.120
H -0.005 -3.904 -0.976
```

As for the total energy: -1365.28362 hartree. The SMILES is O=C(N/N=C/c1ccc([N+](=O)[O-])s1)[C@@H](O)c1ccccc1. As for the spin multiplicity: 1. The calculation puts the max |F| at 0.0335 Eh/bohr.

Record 3
# C62H46Cl4N6NaSe

A molecular structure, C62H46Cl4N6NaSe (ωB97M-V/def2-TZVPD, the Open Molecules 2025 dataset).

XYZ file:
```
120
Properties=species:S:1:pos:R:3
Se 3.575 0.743 0.990
Cl 2.326 8.840 -0.945
Cl -4.124 -8.846 1.219
Cl -6.549 1.181 -7.293
Cl 0.346 0.534 9.360
Na -0.368 -0.196 -0.130
N 3.889 -1.171 3.047
N -1.026 1.448 -1.392
N -1.978 -1.360 -1.074
N -0.730 -1.482 1.588
N 0.147 1.375 1.304
N 4.506 0.814 3.700
C -0.290 -1.587 -5.489
C 2.053 4.853 -0.845
C 4.322 -1.319 4.351
C -1.218 -2.737 1.540
C -4.078 0.665 -6.307
C 0.399 7.027 -0.359
C 2.311 -1.002 -2.781
C 1.708 -0.087 -5.492
C 0.225 3.236 -0.286
C -0.079 5.733 -0.213
C -2.619 0.251 -2.820
C 0.736 4.631 -0.453
C -2.351 -7.047 0.241
C 2.497 -3.274 0.261
C 5.298 -0.918 6.889
C 0.434 -2.460 -2.820
C 0.704 3.402 2.210
C 3.998 0.126 2.637
C -4.146 -6.161 1.582
C 5.230 0.176 6.033
C 4.671 2.249 3.759
C 2.064 -2.664 -1.044
C -1.789 1.349 -2.495
C 0.593 -0.682 -4.631
C -5.405 0.906 -6.000
C -3.493 -7.232 0.998
C -3.637 -4.884 1.401
C 0.587 2.524 3.236
C -3.389 -3.078 -1.634
C 4.388 -2.408 5.200
C 1.126 -1.401 -3.400
C -0.562 -2.412 3.673
C 4.729 -0.048 4.763
C -2.488 -4.662 0.645
C 0.233 1.238 2.644
C -2.373 -2.595 -0.702
C -0.445 2.669 -1.385
C -3.585 0.468 -3.941
C 0.379 2.662 0.997
C 0.254 0.383 7.621
C 1.329 0.135 5.509
C 0.899 -3.080 -1.670
C -0.984 0.398 7.002
C 0.029 0.042 3.365
C 2.775 -1.623 -1.632
C 1.420 0.248 6.889
C -1.956 -3.275 0.459
C -4.927 0.718 -3.668
C -2.714 -0.982 -2.139
C -1.051 0.279 5.621
C -3.611 -2.074 -2.515
C -5.842 0.934 -4.688
C -1.857 -5.760 0.070
C -0.813 3.383 -2.603
C -1.069 -3.363 2.849
C -0.372 -1.214 2.863
C 2.548 6.140 -1.001
C 4.882 -2.184 6.480
C 1.712 7.214 -0.755
C -1.667 2.577 -3.279
C -3.179 0.447 -5.273
C 0.102 0.152 4.854
H 2.380 0.225 7.388
H 5.544 1.161 6.350
H 4.214 2.674 2.867
H -5.039 -6.326 2.169
H -4.318 -2.065 -3.330
H -1.340 -4.375 3.107
H 0.252 -2.489 -5.787
H -0.485 4.372 -2.884
H -6.883 1.128 -4.469
H 2.699 4.001 -1.021
H 4.937 -3.011 7.176
H -1.855 -7.897 -0.208
H 0.320 -3.886 -1.236
H -0.024 0.151 -4.271
H 1.977 -2.777 1.089
H 2.238 0.719 -4.985
H 3.572 6.309 -1.306
H 3.574 -3.169 0.407
H 2.440 -0.851 -5.770
H 4.059 -3.389 4.884
H 5.679 -0.783 7.892
H 5.729 2.513 3.795
H -0.236 7.882 -0.172
H -3.883 -4.037 -1.596
H -3.755 0.646 -7.339
H 1.289 0.331 -6.409
H 2.243 -4.334 0.314
H -2.014 0.287 5.125
H -0.965 -5.609 -0.524
H -4.137 -4.036 1.852
H -1.882 0.501 7.596
H 0.946 4.452 2.268
H -0.343 -2.508 4.726
H 2.228 0.023 4.924
H -0.591 -1.064 -6.400
H -1.198 -1.894 -4.969
H 3.480 -1.870 2.449
H -0.498 -2.805 -3.248
H -2.162 2.791 -4.213
H 2.888 -0.184 -3.192
H 4.162 2.635 4.643
H 3.692 -1.277 -1.172
H -5.255 0.740 -2.636
H -2.139 0.258 -5.502
H -1.105 5.570 0.093
H 0.713 2.729 4.289
```

As for the total energy: -7123.47317 hartree. As for the spin multiplicity: 1. As for the charge: -1. The calculation puts the max |F| at 0.0120 Eh/bohr.

Record 4
# C3H10N2O2S

2 unconnected molecules or ions with the total composition C3H10N2O2S at a distorted geometry (ωB97M-V/def2-TZVPD, the Open Molecules 2025 dataset).

XYZ file:
```
18
Properties=species:S:1:pos:R:3
S -0.663 -2.600 -1.322
O 2.538 0.624 -0.819
O -1.885 0.920 -0.553
N -0.003 2.109 -0.127
N -0.075 -0.295 1.943
C -0.205 -0.418 0.510
C -1.223 -1.629 0.042
C -0.778 0.903 -0.109
H 0.767 -0.808 0.138
H 2.892 1.134 -0.033
H -0.668 -0.965 2.475
H -0.134 0.707 2.107
H -2.199 -1.170 -0.142
H 0.873 1.798 -0.676
H 3.077 0.704 -1.634
H -0.277 2.896 -0.570
H -0.494 -1.594 -2.144
H -1.542 -2.316 0.914
```

As for the total energy: -778.44366 hartree. The SMILES is NC(=O)[C@@H](N)CS.O. As for the spin multiplicity: 1. The calculation puts the max |F| at 0.1383 Eh/bohr.

Record 5
# C4H12O

2 unconnected molecules or ions with the total composition C4H12O at a distorted geometry (ωB97M-V/def2-TZVPD, the Open Molecules 2025 dataset).

XYZ file:
```
17
Properties=species:S:1:pos:R:3
O 0.117 -0.480 -1.021
C -2.259 -0.572 -1.151
C 1.728 1.629 1.536
C -0.972 -1.254 -1.591
C 1.486 0.131 1.564
H -0.775 -2.254 -1.209
H 1.884 -0.325 2.473
H 1.248 2.074 0.646
H 2.785 1.881 1.455
H 0.516 0.111 -1.644
H 1.596 -0.367 0.616
H -2.484 -0.892 -0.133
H -3.087 -1.037 -1.699
H -2.321 0.505 -1.166
H 1.097 2.231 2.200
H -0.983 -1.309 -2.683
H 0.426 -0.073 1.809
```

As for the total energy: -234.78911 hartree. The SMILES is CCO.CC. As for the spin multiplicity: 1. The calculation puts the max |F| at 0.0487 Eh/bohr.

Record 6
# C5H20N2O5

5 unconnected molecules or ions with the total composition C5H20N2O5 at a distorted geometry (ωB97M-V/def2-TZVPD, the Open Molecules 2025 dataset).

XYZ file:
```
32
Properties=species:S:1:pos:R:3
O -0.983 -0.623 3.293
O -2.030 2.513 -2.053
O -1.387 1.421 1.367
O 0.895 2.591 1.201
O 0.194 -0.607 -3.142
N 1.412 1.114 -1.267
N -1.033 -1.647 -1.686
C -1.516 -2.311 -0.491
C 1.918 -0.723 1.339
C 1.799 -1.108 -0.122
C 0.032 -0.817 -1.947
C 0.796 -0.138 -0.803
H 2.197 0.304 1.601
H -1.451 -2.051 -2.510
H 2.845 -1.014 -0.494
H -2.494 -2.789 -0.651
H -2.199 1.958 1.363
H -1.948 2.044 -1.213
H -1.117 -1.544 2.996
H -0.533 1.922 1.287
H -1.319 -0.111 2.517
H 2.752 -1.166 1.888
H 1.528 -2.155 -0.234
H -2.081 1.871 -2.769
H -0.783 -2.961 0.002
H 2.073 0.880 -1.996
H 1.388 3.248 1.699
H -1.891 -1.567 0.228
H 1.058 -0.800 1.994
H 0.693 1.752 -1.590
H 0.045 0.156 -0.085
H 1.140 2.358 0.280
```

As for the total energy: -688.21344 hartree. The SMILES is CC[C@@H](N)C(=O)NC.O.O.O.O. As for the spin multiplicity: 1. The calculation puts the max |F| at 0.0433 Eh/bohr.

Record 7
# C4H10Br2N

2 unconnected molecules or ions with the total composition C4H10Br2N at a distorted geometry (ωB97M-V/def2-TZVPD, the Open Molecules 2025 dataset).

XYZ file:
```
17
Properties=species:S:1:pos:R:3
Br -2.328 0.938 0.001
Br 2.574 0.440 -0.130
N 0.971 -2.643 0.821
C -0.830 2.017 0.280
C -0.595 2.604 1.629
C 0.572 -1.061 1.231
C 0.795 -0.194 0.086
H -0.555 -1.076 1.418
H -1.164 3.561 1.863
H 1.855 -2.657 0.380
H 0.239 -3.051 0.191
H 1.045 -3.207 1.561
H 0.457 2.582 1.740
H -0.412 2.583 -0.615
H 1.249 -0.762 1.957
H 0.277 -0.297 -0.874
H -1.069 1.935 2.417
```

As for the total energy: -5360.79397 hartree. As for the spin multiplicity: 1. As for the charge: +1. The calculation puts the max |F| at 0.0991 Eh/bohr.

Record 8
# C16H19N5O2S

C16H19N5O2S in the gas phase at a distorted geometry (ωB97M-V/def2-TZVPD, the Open Molecules 2025 dataset).

XYZ file:
```
43
Properties=species:S:1:pos:R:3
S -1.772 1.016 0.880
O 2.947 1.810 1.807
O 0.128 -1.997 -1.037
N -2.642 0.962 -1.649
N -3.152 -2.369 -2.625
N -2.432 -1.040 -0.740
N -3.760 -1.082 -4.523
N -3.635 1.217 -4.655
C 2.248 0.804 1.215
C 4.281 0.882 3.615
C 0.969 -1.237 1.140
C 3.141 1.819 3.214
C -2.006 -2.077 0.159
C -2.876 -1.223 -2.017
C 3.459 3.262 3.591
C -3.488 0.082 -3.922
C 1.680 -0.287 1.857
C 2.103 0.913 -0.170
C -2.268 0.304 -0.511
C 0.810 -1.114 -0.230
C -3.580 -2.210 -3.867
C 1.394 -0.027 -0.880
C -0.828 -2.851 -0.462
C -3.020 0.044 -2.607
H 5.206 1.215 3.150
H 1.764 -0.418 2.924
H 1.273 0.059 -1.949
H 0.545 -2.072 1.679
H 4.358 3.587 3.074
H 2.638 3.911 3.299
H -3.818 -3.115 -4.408
H -3.720 2.103 -4.190
H -2.574 1.961 -1.740
H 2.548 1.761 -0.666
H 4.406 0.887 4.695
H -2.832 -2.767 0.347
H 4.081 -0.135 3.288
H -0.388 -3.519 0.288
H 2.210 1.517 3.716
H -1.197 -3.447 -1.301
H 3.614 3.343 4.663
H -1.713 -1.579 1.088
H -4.103 1.106 -5.539
```

As for the total energy: -1443.59283 hartree. The SMILES is CC(C)Oc1ccc(OCCn2c(=S)[nH]c3c(N)ncnc32)cc1. As for the spin multiplicity: 1. The calculation puts the max |F| at 0.0257 Eh/bohr.

Record 9
# C5H14NO2

2 unconnected molecules or ions with the total composition C5H14NO2 at a distorted geometry (ωB97M-V/def2-TZVPD, the Open Molecules 2025 dataset).

XYZ file:
```
22
Properties=species:S:1:pos:R:3
O -1.488 1.149 1.673
O -3.306 -0.623 1.252
N 1.908 -0.521 -0.925
C 0.014 1.055 -0.272
C -0.616 1.841 0.903
C 0.455 -1.119 0.993
C 1.054 0.030 0.162
C 1.102 -1.046 -2.019
H -3.062 -0.897 0.371
H 2.428 0.285 -1.252
H -1.087 2.742 0.431
H -2.652 0.091 1.410
H 0.207 2.282 1.519
H 1.734 0.435 0.918
H -0.088 -1.863 0.400
H -0.249 -0.775 1.744
H 1.655 -1.836 -2.558
H 1.287 -1.630 1.477
H -0.804 0.508 -0.737
H 0.201 -1.521 -1.644
H 0.910 -0.348 -2.836
H 0.396 1.763 -1.012
```

As for the total energy: -404.13396 hartree. As for the spin multiplicity: 1. As for the charge: -1. The calculation puts the max |F| at 0.0292 Eh/bohr.

Record 10
# C4H11NO2S

2 unconnected molecules or ions with the total composition C4H11NO2S at a distorted geometry (ωB97M-V/def2-TZVPD, the Open Molecules 2025 dataset).

XYZ file:
```
19
Properties=species:S:1:pos:R:3
S -0.196 0.585 2.185
O -1.218 -0.341 -0.727
O -1.797 -2.801 0.087
N 0.909 0.339 -0.766
C 1.509 -0.558 0.272
C 1.418 0.123 1.688
C -0.769 1.878 -1.624
C -0.429 0.537 -1.032
H -1.902 -1.898 -0.261
H 0.974 -1.492 0.360
H -2.559 -3.341 -0.149
H 1.476 1.142 -0.985
H 2.520 -0.718 -0.190
H -1.082 -0.441 2.028
H 1.959 1.083 1.903
H -0.004 2.204 -2.303
H -1.740 1.681 -2.114
H -0.947 2.568 -0.777
H 1.877 -0.549 2.405
```

As for the total energy: -762.42761 hartree. The SMILES is CC(=O)NCCS.O. As for the spin multiplicity: 1. The calculation puts the max |F| at 0.0440 Eh/bohr.

Record 11
# C36H47CdN5P2

A molecular structure, C36H47CdN5P2 at a distorted geometry (ωB97M-V/def2-TZVPD, the Open Molecules 2025 dataset).

XYZ file:
```
91
Properties=species:S:1:pos:R:3
Cd 2.839 0.409 0.279
P -0.367 -3.128 -1.379
P -0.395 0.065 -3.386
N 5.557 1.813 5.268
N -2.096 -3.202 -0.995
N -0.327 -4.980 -1.577
N 0.111 0.083 -5.181
N -1.777 1.125 -3.712
C 1.667 2.517 4.878
C -3.318 2.544 1.066
C 2.881 1.824 5.048
C 3.598 1.367 3.899
C -1.281 -5.903 -2.019
C -3.993 -2.922 0.233
C -2.315 1.517 4.033
C 1.119 2.580 3.591
C -4.370 -3.206 -1.115
C -2.078 2.231 0.715
C -3.425 2.432 3.590
C -1.388 -1.495 -3.517
C 3.857 2.190 -0.494
C 0.872 -5.685 -1.431
C 0.678 -7.022 -1.766
C -3.199 -3.405 -1.841
C -0.600 -2.757 -3.183
C -4.088 2.033 2.267
C -1.837 0.427 3.425
C 0.286 -0.189 -7.434
C -2.005 -0.038 1.993
C 5.054 1.064 4.143
C -2.604 -2.959 0.296
C -0.607 -0.065 -6.372
C -2.761 3.137 -4.101
C 1.768 1.943 2.489
C 1.464 0.032 -5.512
C -3.453 2.149 -4.862
C -1.412 0.910 0.945
C -0.699 -7.166 -2.137
C -2.850 0.925 -4.587
C 5.447 3.242 5.269
C -1.737 2.496 -3.415
C 1.605 -0.140 -6.883
C 6.691 1.286 5.949
C 2.989 1.299 2.642
H -1.683 -0.069 -6.413
H 1.194 3.011 5.734
H -2.260 -1.376 -2.872
H 7.003 2.033 6.681
H -1.342 0.365 -0.022
H 5.619 3.713 4.284
H -4.212 2.388 4.362
H 7.535 1.081 5.274
H 0.432 -2.687 -3.581
H 0.177 3.101 3.422
H 5.599 1.288 3.191
H -3.067 3.486 3.536
H -1.182 -8.078 -2.461
H 1.433 -7.793 -1.760
H -1.917 1.782 5.032
H 5.158 -0.012 4.364
H -1.184 -0.223 4.028
H -1.400 -0.969 1.904
H -3.051 -0.321 1.768
H -0.393 1.193 1.256
H 6.438 0.368 6.489
H -5.059 2.547 2.234
H 3.169 2.668 -1.222
H -1.064 -3.632 -3.672
H 1.274 1.993 1.502
H 3.333 1.715 6.030
H 4.807 1.913 -0.973
H -1.537 2.931 0.063
H -2.310 -5.632 -2.202
H -1.763 -1.579 -4.546
H -3.837 3.276 0.434
H -3.118 -0.059 -4.951
H 1.759 -5.170 -1.096
H 2.532 -0.238 -7.421
H -0.984 2.868 -2.737
H -1.917 -2.888 1.134
H 4.072 2.882 0.342
H 0.024 -0.316 -8.471
H -2.987 4.186 -4.058
H -4.276 2.306 -5.532
H 2.205 0.115 -4.725
H -4.268 0.953 2.225
H 4.459 3.575 5.615
H 6.204 3.596 5.977
H -3.065 -3.692 -2.873
H -5.389 -3.252 -1.481
H -4.659 -2.720 1.064
```

As for the total energy: -2523.91025 hartree. As for the spin multiplicity: 1. The calculation puts the max |F| at 0.0813 Eh/bohr.

Record 12
# C3H11N3O

2 unconnected molecules or ions with the total composition C3H11N3O (ωB97M-V/def2-TZVPD, the Open Molecules 2025 dataset).

XYZ file:
```
18
Properties=species:S:1:pos:R:3
O 1.542 -0.865 -0.333
N 0.741 1.744 -1.404
N -1.211 -0.342 -0.285
N -0.656 -2.062 1.292
C -0.451 -0.619 0.960
C 0.948 -0.114 0.758
C -0.420 1.713 -0.746
H 0.791 1.984 -2.383
H 1.572 1.709 -0.818
H 1.539 -0.297 -1.119
H -0.789 -0.888 -1.033
H -0.320 -2.212 2.239
H -0.417 1.934 0.303
H -2.177 -0.648 -0.197
H -0.925 -0.043 1.762
H -0.023 -2.592 0.695
H -1.311 1.854 -1.339
H 1.567 -0.256 1.647
```

As for the total energy: -360.24919 hartree. As for the spin multiplicity: 1. The calculation puts the max |F| at 0.0126 Eh/bohr.